[1]
ORCA calculation (ωB97M-V with the def2-TZVPD basis set) on a single C6H5NO2 molecule at a distorted geometry.

Each line ends with the Mulliken charge.
Atoms and positions in Å:
C (-0.353, 1.629, -0.308)  -0.59
C (-1.768, -0.262, -0.029)  0.32
N (-1.699, 1.043, -0.163)  -0.19
C (2.071, -0.557, -0.092)  -0.10
H (-0.385, -1.387, 1.243)  0.21
H (-2.530, 1.852, 0.262)  0.35
H (-0.012, 2.587, -0.631)  0.41
C (0.453, 0.777, 0.325)  0.29
H (1.063, -2.423, -0.844)  0.27
C (0.895, -1.291, -0.463)  -0.60
C (-0.073, -0.656, 0.270)  0.30
H (3.154, -1.100, 0.142)  0.28
O (1.904, 0.802, 0.214)  -0.34
O (-2.721, -1.014, 0.075)  -0.60

Output
- SMILES = O=C1NC=C2OC=C[C@H]12
- multiplicity = 1
- ΔE to the lowest compared entry with this formula, charge and spin (kcal per mole) = 143.2

***

[2]
ORCA calculation (ωB97M-V with the def2-TZVPD basis set) on a molecular structure, C10H22ClIrO4P2 at a distorted geometry.

Each line ends with the Mulliken charge.
Atoms and positions in Å:
Cl (-2.424, -0.194, -1.081)  0.10
H (0.828, 2.564, -2.029)  0.36
P (0.087, -2.261, 0.450)  0.47
H (-1.380, -4.012, 1.180)  0.50
H (-1.629, 2.886, 1.959)  0.43
O (-1.223, 0.168, 3.608)  -0.23
H (-0.918, 2.962, -1.955)  0.38
H (-0.572, -3.204, -1.626)  0.37
H (2.344, -2.279, 1.432)  0.38
C (1.367, -2.736, 1.653)  -1.15
O (-1.743, -0.001, 1.381)  -0.27
H (2.133, 2.613, 1.133)  0.38
H (0.299, 4.126, -1.300)  0.49
C (-0.975, 0.106, 2.407)  -0.48
O (2.147, -0.192, -2.333)  -0.14
C (0.918, -0.136, -2.277)  0.47
H (1.058, -2.423, 2.668)  0.40
C (0.354, -3.237, -1.055)  -1.16
H (1.193, 4.130, 1.071)  0.48
H (-0.492, 0.703, -3.741)  0.31
H (1.167, -2.803, -1.636)  0.36
H (0.835, 2.904, 2.320)  0.42
P (-0.109, 2.303, 0.173)  0.50
H (-1.821, 3.939, 0.528)  0.49
C (0.049, 3.072, -1.447)  -1.13
H (0.101, 0.144, 2.090)  0.84
H (-0.452, -1.049, -3.689)  0.36
C (-1.681, 2.914, 0.870)  -1.28
Ir (-0.126, -0.043, -0.554)  2.04
H (-1.519, -2.568, 2.232)  0.42
H (0.846, -0.170, -4.410)  0.46
H (0.593, -4.254, -0.748)  0.50
C (1.146, 3.056, 1.282)  -1.18
C (-1.429, -2.919, 1.199)  -1.23
C (0.172, -0.157, -3.562)  -1.42
O (2.605, 0.108, 0.758)  -0.31
C (1.547, 0.064, 0.253)  -0.18
H (1.477, -3.835, 1.641)  0.47
H (-2.286, -2.557, 0.625)  0.39
H (-2.487, 2.268, 0.525)  0.40

Output
- multiplicity = 6
- net charge = +3

***

[3]
ORCA calculation (ωB97M-V with the def2-TZVPD basis set) on a single C13H23N5 molecule at a distorted geometry.

Each line ends with the Mulliken charge.
Atoms and positions in Å:
C (1.533, 1.135, 1.303)  0.31
H (-0.952, 1.522, 3.868)  0.30
H (-1.969, 0.123, 2.068)  0.04
C (0.723, 1.339, -1.135)  -0.36
N (3.161, 2.549, 1.048)  -0.63
C (-0.949, -0.732, -1.444)  -0.23
C (-1.848, 0.193, -2.224)  -0.82
H (-0.017, -3.307, 2.742)  0.38
H (-1.124, 1.614, 0.217)  0.03
H (-0.615, -0.143, 4.755)  0.58
C (-1.711, -1.874, 3.080)  -0.77
H (0.892, -1.769, 4.469)  0.43
C (0.598, 0.033, 3.273)  -0.02
C (0.804, -1.464, 3.411)  -1.04
N (1.667, 1.516, -0.093)  0.79
H (-2.625, 2.213, -1.879)  0.36
H (-1.205, 2.186, -2.828)  0.35
H (1.010, 2.042, -1.978)  0.54
C (-1.643, 1.728, -1.933)  -0.82
H (-0.033, 0.057, 1.216)  -0.36
N (0.569, 0.384, 1.918)  0.43
H (-2.858, -0.010, -1.963)  0.46
H (-0.110, -1.987, 1.657)  0.14
H (-0.985, -1.639, -1.942)  0.58
N (2.401, 1.866, 1.972)  -0.27
H (-2.811, -0.165, 3.529)  0.46
C (-0.704, 1.993, -0.766)  -0.48
H (-0.458, 2.987, -0.638)  0.63
H (0.882, -0.313, -2.584)  0.43
H (-1.325, -0.946, -0.447)  -0.11
H (-1.870, -2.248, 4.151)  0.28
C (-1.873, -0.342, 3.073)  -0.38
C (-0.702, 0.359, 3.864)  -1.19
C (0.492, -0.166, -1.553)  -0.94
H (-1.719, 0.147, -3.288)  0.26
C (-0.264, -2.211, 2.635)  -0.42
N (2.702, 2.433, -0.180)  -0.48
H (1.823, -1.625, 3.043)  0.38
H (1.143, -0.888, -0.952)  0.33
H (1.517, 0.575, 3.765)  0.45
H (-2.436, -2.261, 2.401)  0.38

Output
- SMILES = C1CCC(Nc2nnnn2C2CCCCC2)CC1
- multiplicity = 1
- ΔE to the lowest compared entry with this formula, charge and spin (kcal per mole) = 58.4

***

Computed values of energy (unit: eV) for the preceding records, in sequence: -11882.3360, -52818.9580, -21301.9804.